(one)
Below is an isolated molecule of C3H4N2S, with properties calculated with wB97M-V/def2-TZVPD.

Structure (XYZ):
```
10
Properties=species:S:1:pos:R:3
C 0.719 1.193 0.691
C 0.142 0.926 -0.491
C -0.214 -0.654 1.364
N 0.564 0.258 1.695
N -0.141 -1.581 -1.183
S -0.921 -0.542 -0.347
H 1.306 2.127 0.963
H 0.123 1.397 -1.409
H -0.462 -1.378 2.174
H -0.652 -2.413 -1.004
```

Summary:
Net charge: 0
Spin multiplicity: 1
Gap between HOMO and LUMO (eV): 8.0
LUMO level (eV): -0.3

=====

(two)
Below is an isolated molecule of C3H4N2S, with properties calculated with wB97M-V/def2-TZVPD.

Structure (XYZ):
```
10
Properties=species:S:1:pos:R:3
S -0.371 2.274 -0.358
C -0.249 0.633 -0.017
C -0.690 -0.389 0.860
N -0.171 -1.618 0.511
C 0.724 -1.335 -0.424
N 0.513 -0.141 -0.924
H -0.547 2.992 1.116
H -1.724 -0.535 1.530
H 1.306 -2.238 -0.829
H 1.209 0.358 -1.465
```

Summary:
Net charge: 0
Spin multiplicity: 1
Gap between HOMO and LUMO (eV): 8.1
LUMO level (eV): 0.0
Structure (SMILES): Sc1cnc[nH]1

=====

Of them, (one) has the lowest stability.

=====

(one)
Below is an isolated molecule of C3H4N2S, with properties calculated with wB97M-V/def2-TZVPD.

Structure (XYZ):
```
10
Properties=species:S:1:pos:R:3
S -2.398 0.076 -0.208
C -0.604 0.137 -0.144
C 0.217 1.208 -0.098
N 1.521 0.839 -0.086
C 1.507 -0.482 -0.182
N 0.270 -0.947 -0.132
H -2.733 -0.002 1.051
H -0.047 2.236 -0.176
H 2.287 -1.186 -0.096
H -0.021 -1.879 0.071
```

Summary:
Net charge: 0
Spin multiplicity: 1
Gap between HOMO and LUMO (eV): 9.9
LUMO level (eV): 0.7
Structure (SMILES): Sc1cnc[nH]1

=====

(two)
Below is an isolated molecule of C3H4N2S, with properties calculated with wB97M-V/def2-TZVPD.

Structure (XYZ):
```
10
Properties=species:S:1:pos:R:3
S -1.579 0.011 -2.922
N -0.756 0.035 -1.503
C -0.558 -1.047 -0.735
C 0.099 -0.720 0.445
N 0.309 0.642 0.388
C -0.067 1.131 -0.802
H -0.855 -2.072 -0.881
H 0.332 -1.344 1.340
H 0.543 1.219 1.146
H 0.102 2.069 -1.354
```

Summary:
Net charge: 0
Spin multiplicity: 1
Gap between HOMO and LUMO (alpha / beta) (eV): 7.5 / 7.5
LUMO level (alpha / beta) (eV): 0.4 / 0.4
Structure (SMILES): [S-][n+]1cc[nH]c1

=====

(three)
Below is a structure of composition C3H4N2S, with properties calculated with wB97M-V/def2-TZVPD.

Structure (XYZ):
```
10
Properties=species:S:1:pos:R:3
C 2.451 0.420 -0.337
C -0.903 -0.570 0.825
C -1.375 0.229 -0.393
N 3.317 0.315 0.483
N 1.552 0.684 -1.139
S -0.036 -0.923 -0.742
H -0.347 -0.058 1.477
H -1.490 -1.482 1.197
H -2.235 0.173 -1.008
H -0.935 1.211 -0.361
```

Summary:
Net charge: 0
Spin multiplicity: 1
Gap between HOMO and LUMO (alpha / beta) (eV): 7.1 / 7.1
LUMO level (alpha / beta) (eV): -1.8 / -1.7

=====

(four)
Below is an isolated molecule of C3H4N2S, with properties calculated with wB97M-V/def2-TZVPD.

Structure (XYZ):
```
10
Properties=species:S:1:pos:R:3
S 1.559 -1.054 0.610
C 0.298 -0.165 0.136
C -0.983 -0.739 -0.369
C -1.719 0.519 -0.726
N -1.029 1.593 -0.442
N 0.111 1.187 0.101
H -1.502 -1.348 0.416
H -0.767 -1.451 -1.163
H -2.636 0.645 -1.264
H 0.810 1.879 0.383
```

Summary:
Net charge: 0
Spin multiplicity: 1
Gap between HOMO and LUMO (eV): 8.7
LUMO level (eV): 0.1
Structure (SMILES): S=C1CC=NN1

=====

Of them, (three) has the lowest stability.

=====

(one)
Below is a structure of composition ArH22O11, with properties calculated with wB97M-V/def2-TZVPD.

Structure (XYZ):
```
34
Properties=species:S:1:pos:R:3
Ar -0.204 -0.336 0.225
O -4.080 0.286 1.515
H -3.728 -0.595 1.390
H -4.004 0.444 2.456
O -1.366 0.947 -3.098
H -1.195 0.011 -3.201
H -1.688 1.035 -2.201
O 1.899 2.108 0.131
H 2.185 1.270 -0.233
H 1.224 2.415 -0.474
O 0.416 -1.222 4.496
H 0.985 -0.753 3.886
H 0.356 -0.647 5.259
O -3.040 1.847 -0.891
H -2.319 2.446 -0.699
H -3.345 1.555 -0.031
O 3.221 -0.245 -0.409
H 4.178 -0.240 -0.400
H 2.990 -0.948 -1.016
O -0.548 -1.683 -3.311
H 0.357 -1.744 -3.005
H -1.077 -1.799 -2.522
O 2.109 -2.270 -2.323
H 2.701 -2.486 -3.044
H 1.893 -3.116 -1.930
O 0.172 2.955 -2.239
H -0.235 3.806 -2.403
H -0.365 2.334 -2.731
O -1.697 -1.446 2.926
H -0.883 -1.466 3.429
H -2.158 -2.243 3.185
O 2.221 -0.046 2.759
H 1.907 0.176 1.882
H 3.117 -0.353 2.622
```

Summary:
Net charge: 0
Spin multiplicity: 1
Gap between HOMO and LUMO (eV): 10.2
LUMO level (eV): -0.2

=====

(two)
Below is a structure of composition ArH22O11, with properties calculated with wB97M-V/def2-TZVPD.

Structure (XYZ):
```
34
Properties=species:S:1:pos:R:3
Ar -0.272 -0.167 0.046
O -0.141 -3.439 -1.011
H 0.574 -2.822 -0.855
H 0.227 -4.294 -0.788
O 3.173 -1.555 2.166
H 2.852 -0.657 2.075
H 3.931 -1.481 2.746
O -2.523 -2.505 -0.086
H -1.639 -2.666 -0.417
H -3.023 -2.237 -0.857
O -0.980 0.890 3.239
H -0.649 0.768 4.129
H -0.799 1.808 3.038
O 2.047 0.811 -2.475
H 2.826 0.894 -3.024
H 1.335 1.153 -3.015
O 2.087 -1.759 -1.612
H 3.005 -1.869 -1.365
H 2.063 -0.927 -2.084
O -3.732 -1.427 2.549
H -3.476 -1.745 1.683
H -3.081 -1.800 3.144
O 0.782 3.875 -0.457
H 1.052 4.206 -1.314
H -0.051 3.432 -0.623
O -3.251 0.600 -0.009
H -2.932 0.293 0.840
H -3.557 -0.191 -0.451
O 3.042 2.525 -0.136
H 2.278 3.095 -0.050
H 2.789 1.884 -0.801
O -1.257 2.154 -1.393
H -1.690 1.603 -0.740
H -1.011 1.549 -2.092
```

Summary:
Net charge: 0
Spin multiplicity: 1
Gap between HOMO and LUMO (eV): 10.3
LUMO level (eV): -0.2

=====

(three)
Below is a structure of composition ArH22O11, with properties calculated with wB97M-V/def2-TZVPD.

Structure (XYZ):
```
34
Properties=species:S:1:pos:R:3
Ar -0.399 0.279 -0.464
O -3.453 -1.122 0.676
H -2.824 -1.623 0.156
H -3.807 -0.475 0.066
O -0.497 3.795 0.808
H -0.643 3.844 -0.137
H -0.129 4.648 1.039
O 1.743 -1.507 -2.393
H 2.215 -2.211 -2.839
H 1.622 -1.828 -1.500
O 1.343 1.895 1.838
H 1.790 2.666 2.187
H 0.427 2.164 1.761
O 1.708 -2.620 0.097
H 0.808 -2.738 0.398
H 2.034 -1.874 0.600
O -0.350 -0.655 -3.956
H 0.316 -0.684 -3.269
H -0.352 0.256 -4.250
O -3.507 1.105 -1.586
H -2.702 1.617 -1.670
H -3.812 0.989 -2.486
O -1.707 -0.520 3.085
H -2.109 -0.417 2.222
H -1.800 -1.451 3.284
O -0.863 -2.991 0.681
H -0.773 -3.707 0.053
H -0.358 -3.274 1.443
O 2.581 -0.494 1.709
H 2.238 0.393 1.602
H 2.466 -0.685 2.639
O 3.299 2.342 -0.485
H 2.516 2.388 0.063
H 2.979 2.497 -1.374
```

Summary:
Net charge: 0
Spin multiplicity: 1
Gap between HOMO and LUMO (eV): 10.6
LUMO level (eV): -0.2

=====

Of them, (two) has the lowest stability.

=====

(one)
Below is a cluster of 2 separate species, C2H3O3S2 in total, with properties calculated with wB97M-V/def2-TZVPD.

Structure (XYZ):
```
10
Properties=species:S:1:pos:R:3
C -1.490 1.067 -0.474
C -0.740 -0.154 0.075
O -1.060 2.124 0.157
O -2.387 1.058 -1.322
O -0.023 0.122 1.089
S 2.546 -1.487 0.608
S 1.378 -2.634 -0.549
H -0.914 -1.181 -0.195
H -0.404 1.604 0.833
H 3.094 -0.519 -0.222
```

Summary:
Net charge: -1
Spin multiplicity: 1
Gap between HOMO and LUMO (alpha / beta) (eV): 5.3 / 5.3
LUMO level (alpha / beta) (eV): 2.6 / 2.6

=====

(two)
Below is the ion C2H3O3S2 with charge -1, with properties calculated with wB97M-V/def2-TZVPD.

Structure (XYZ):
```
10
Properties=species:S:1:pos:R:3
O -3.357 -0.557 0.032
S -2.512 0.230 -0.864
O -3.108 1.479 -1.403
O -1.724 -0.522 -1.877
C -0.997 0.942 0.330
C 0.204 0.158 0.184
S -0.444 -0.070 1.793
H -0.747 1.910 0.649
H 0.008 -0.625 -0.653
H 1.113 0.750 -0.047
```

Summary:
Net charge: -1
Spin multiplicity: 1
Gap between HOMO and LUMO (eV): 8.3
LUMO level (eV): 3.4
Structure (SMILES): O=S(=O)([O-])[C@@H]1CS1

=====

Of them, (two) has the lowest stability.

=====

(one)
Below is a cluster of 2 separate species, C10H17N in total, with properties calculated with wB97M-V/def2-TZVPD.

Structure (XYZ):
```
28
Properties=species:S:1:pos:R:3
C 1.139 0.667 -0.703
C 0.657 0.443 0.519
C -1.504 -0.752 -1.390
C -0.204 1.046 -0.587
C 2.387 0.723 -1.545
C -2.969 -0.598 -1.630
C -0.880 2.346 -0.679
C -0.392 -0.512 2.388
C 1.972 -1.299 1.978
C 0.980 -0.060 1.881
N -0.645 -1.604 -1.601
H 3.245 0.933 -0.969
H 2.189 1.428 -2.494
H 2.523 -0.188 -2.087
H -3.553 -1.198 -0.877
H -3.304 -1.270 -2.483
H -3.199 0.506 -1.709
H -1.750 2.501 0.001
H -1.149 2.422 -1.802
H -0.025 3.054 -0.472
H -0.559 -0.590 3.487
H -0.657 -1.529 2.015
H -1.133 0.204 2.143
H 1.468 -2.232 2.332
H 2.810 -1.182 2.706
H 2.235 -1.512 0.976
H 1.221 0.789 2.511
H -0.901 -2.538 -1.907
```

Summary:
Net charge: 0
Spin multiplicity: 1
Gap between HOMO and LUMO (alpha / beta) (eV): 7.4 / 7.4
LUMO level (alpha / beta) (eV): 1.0 / 1.0

=====

(two)
Below is a cluster of 2 separate species, C10H17N in total, with properties calculated with wB97M-V/def2-TZVPD.

Structure (XYZ):
```
28
Properties=species:S:1:pos:R:3
C 0.080 2.951 4.471
C -1.143 2.765 3.767
C -1.178 1.827 2.790
N -0.255 0.990 2.592
C 0.848 1.035 3.328
C 1.061 1.971 4.379
H 0.337 3.967 4.988
H -2.154 3.446 3.705
H -1.983 1.648 2.117
H 1.541 0.248 3.117
H 1.882 1.688 5.210
C 1.160 -0.725 -4.465
C -0.039 -0.520 -3.651
C 0.226 -1.616 -2.453
C -0.667 -1.238 -1.246
C -0.523 -2.286 -0.145
H 2.158 -0.475 -3.967
H 0.963 -1.744 -4.841
H 1.160 -0.200 -5.284
H -0.966 -0.799 -4.137
H -0.126 0.361 -3.112
H -0.003 -2.633 -2.963
H 1.228 -1.488 -2.150
H -1.573 -1.461 -1.780
H -0.840 -0.153 -0.879
H 0.420 -2.180 0.514
H -1.172 -2.131 0.713
H -0.441 -3.245 -0.619
```

Summary:
Net charge: 0
Spin multiplicity: 1
Gap between HOMO and LUMO (eV): 10.3
LUMO level (eV): 0.8
Structure (SMILES): c1ccncc1.CCCCC

=====

Of them, (one) has the lowest stability.

=====

(one)
Below is a cluster of 2 separate species, C4H11N2O2 in total, with properties calculated with wB97M-V/def2-TZVPD.

Structure (XYZ):
```
19
Properties=species:S:1:pos:R:3
C -1.336 -0.442 1.998
N -0.787 -1.003 0.912
C -0.971 -2.431 0.708
O -1.997 -1.059 2.827
H -1.137 0.638 2.032
H -0.262 -0.413 0.210
H -0.895 -2.912 1.684
H -0.169 -2.783 0.062
H -1.951 -2.671 0.298
C 0.267 1.606 -2.019
N 0.303 1.059 -0.660
C 1.813 0.892 -0.272
O 2.579 1.908 -0.529
H 0.717 2.596 -2.121
H -0.773 1.693 -2.364
H 0.820 0.929 -2.672
H -0.006 1.834 -0.075
H 2.054 -0.068 -0.837
H 1.731 0.628 0.819
```

Summary:
Net charge: -1
Spin multiplicity: 1
Gap between HOMO and LUMO (eV): 6.7
LUMO level (eV): 3.6

=====

(two)
Below is a cluster of 2 separate species, C4H11N2O2 in total, with properties calculated with wB97M-V/def2-TZVPD.

Structure (XYZ):
```
19
Properties=species:S:1:pos:R:3
C -1.927 -1.303 1.030
N -2.637 -0.611 -0.125
C -1.811 0.575 -0.535
O -0.471 0.355 -0.562
H -0.942 -1.799 0.829
H -2.624 -2.028 1.415
H -1.787 -0.515 1.786
H -2.721 -1.209 -0.911
H -2.085 1.345 0.271
H -2.289 0.950 -1.454
O 1.401 2.315 -1.335
C 1.359 1.434 -0.494
C 2.121 0.108 -0.592
N 2.715 -0.143 0.754
H 0.991 1.599 0.572
H 1.299 -0.588 -0.927
H 2.858 0.062 -1.392
H 3.091 -1.084 0.742
H 3.459 0.537 0.928
```

Summary:
Net charge: -1
Spin multiplicity: 1
Gap between HOMO and LUMO (eV): 7.4
LUMO level (eV): 4.0

=====

Of them, (two) has the lowest stability.